Formula: C42H104N8O8
Source: the OMol25 dataset
Level of theory: ωB97M-V with the def2-TZVPD basis set

Summary:
SMILES: CC1(C)CCCC(C)(C)N1O.CC1(C)CCCC(C)(C)N1O.COC[C@H](C)N.COC[C@H](C)N.COC[C@H](C)N.COC[C@H](C)N.COC[C@H](C)N.COC[C@H](C)N
E_LUMO: 0.54 eV
net charge: 0
HOMO-LUMO gap: 9.06 eV
energy above the lowest of the compared OMol25 structures with the same formula, charge and spin: 242.1 kJ/mol

Geometry (Å):
H1 -0.512 3.418 1.235
H2 2.888 -1.021 -0.260
H3 -3.378 6.936 -3.793
H4 -0.736 1.887 6.947
H5 8.346 -1.662 -2.915
H6 -6.096 -3.479 -2.356
H7 3.835 2.192 -5.610
H8 -5.014 -2.702 0.333
H9 0.832 6.148 -4.129
C1 5.505 -1.338 -1.323
C2 -0.075 1.421 6.249
O1 -4.277 -2.042 -2.778
O2 -0.185 1.465 0.581
H10 -0.291 -3.695 5.161
H11 2.707 -3.365 -2.041
C3 0.434 -0.527 1.709
H12 -3.874 -1.568 -3.516
H13 3.936 -0.508 3.928
H14 0.684 4.020 6.120
H15 1.765 -0.667 -5.619
C4 -1.708 4.743 -4.097
H16 4.737 0.907 3.193
H17 3.172 3.740 0.024
H18 -3.514 -5.360 0.888
H19 -7.838 -2.932 -2.062
H20 2.277 1.195 8.147
O3 2.957 2.242 -3.667
H21 4.704 3.098 -4.320
H22 1.722 0.529 -2.280
C5 3.417 1.418 4.782
H23 -6.413 -0.043 -3.716
H24 0.683 3.250 4.563
H25 -3.960 6.102 -2.332
H26 -0.609 -7.485 3.614
H27 5.492 1.683 5.311
H28 6.047 -1.061 -0.402
H29 3.076 0.559 2.790
C6 1.265 3.326 5.524
O4 -1.505 -2.449 -4.185
H30 -2.620 -4.106 -3.470
O5 6.485 -1.861 -2.237
H31 -1.472 5.426 -4.937
N1 -1.354 0.311 -4.915
H32 4.544 -3.270 -0.721
C7 3.482 -2.592 -2.346
N2 0.362 -1.116 2.991
C8 2.316 2.330 -1.401
H33 3.252 3.981 5.973
C9 -3.481 6.000 -3.298
H34 1.406 2.852 -1.707
H35 4.133 3.245 3.649
C10 -0.740 -5.496 4.037
H36 -5.358 0.990 -0.399
H37 7.607 -0.160 -2.700
C11 0.222 -4.477 4.627
C12 -4.102 -2.230 -0.012
H38 -0.367 2.552 -4.663
H39 -8.328 -0.833 -1.128
H40 -2.318 -0.993 -1.347
N3 0.070 -6.727 3.832
C13 -3.046 -0.248 -1.037
H41 4.756 0.285 6.041
H42 -1.288 -3.517 -2.450
H43 0.555 -2.315 0.582
O6 -2.265 5.407 -3.018
H44 -2.617 0.282 -0.180
H45 0.961 0.781 -6.375
C14 1.358 1.946 6.225
H46 1.394 0.695 -0.750
H47 -1.089 -1.701 0.877
C15 4.089 2.200 -4.529
C16 1.007 0.104 -5.531
C17 3.444 2.643 -2.408
C18 -1.614 -3.680 -3.506
H48 -7.203 0.117 0.891
H49 -0.073 -1.030 -0.442
C19 -0.069 -1.427 0.571
C20 1.904 2.063 7.610
H50 -1.240 0.508 -3.948
H51 2.526 4.821 4.663
C21 4.558 1.360 5.804
H52 0.899 -4.109 3.924
N4 3.587 -1.674 0.020
H53 -4.750 0.203 1.005
C22 -7.252 -0.501 -1.190
H54 -6.708 -1.482 0.704
H55 0.789 -5.029 5.391
H56 0.567 -6.933 4.681
C23 -0.296 0.821 1.750
H57 4.640 1.276 -4.246
H58 -1.382 0.617 2.123
H59 -0.540 3.878 -2.594
H60 -0.449 -4.838 1.922
C24 -5.212 0.016 0.037
C25 3.778 0.495 3.619
H61 8.295 -0.998 -1.213
N5 0.245 3.371 -4.607
H62 -6.659 -2.980 -0.742
H63 2.476 2.727 3.302
H64 4.334 2.007 6.657
H65 -8.005 -0.879 -3.403
C26 -0.194 -1.849 -4.327
H66 1.590 4.949 -2.968
H67 0.078 1.423 2.634
C27 -0.896 2.679 0.494
H68 1.194 0.722 -4.646
H69 0.153 -1.437 -3.345
H70 -0.705 3.010 -0.553
C28 -6.911 -1.014 -3.555
C29 2.718 2.771 -0.018
H71 0.537 -2.624 -4.617
H72 -0.050 0.341 6.659
H73 -1.995 2.550 0.501
H74 -4.065 5.317 -3.933
H75 -2.277 3.918 -4.534
O7 -1.989 -6.201 2.139
C30 3.212 2.777 4.125
C31 -6.763 -2.846 -1.801
H76 3.638 3.746 -2.455
C32 -6.472 -1.403 -2.155
H77 0.231 6.036 -2.497
C33 0.641 5.419 -3.331
H78 1.476 -0.266 1.525
H79 -1.932 -4.186 2.744
N6 -5.027 -1.083 -2.118
H80 -6.656 -1.680 -4.339
N7 2.081 0.860 -1.420
H81 -3.517 -2.856 -0.637
H82 1.095 2.515 8.225
H83 -7.208 0.489 -1.660
H84 -0.988 -4.423 -4.002
C34 -1.247 -5.032 2.652
N8 2.083 0.970 5.261
H85 -2.287 -0.194 -5.000
H86 -0.540 1.389 5.274
H87 -1.584 -5.753 4.676
H88 4.409 2.095 -2.186
C35 -4.403 -0.923 -0.747
H89 -2.772 -7.007 0.478
H90 -0.531 -1.201 -6.196
H91 2.763 2.755 7.608
C36 4.275 -2.305 -1.102
H92 0.928 -0.640 3.659
H93 5.067 -0.417 -1.703
O8 2.116 -0.327 5.863
C37 -2.621 -5.967 0.861
H94 -1.894 -5.490 0.213
H95 -3.562 -1.991 0.890
H96 0.689 -2.060 3.052
C38 7.704 -1.155 -2.195
H97 4.144 -2.897 -3.112
H98 2.918 -1.710 -2.720
H99 2.801 -0.296 6.500
H100 -3.277 0.534 -1.762
C39 -6.622 -0.484 0.208
C40 -0.342 4.326 -3.611
H101 3.309 -2.311 0.782
H102 1.175 3.041 -4.264
C41 -0.278 -0.658 -5.330
C42 2.646 3.815 5.073
H103 1.812 2.714 0.672
H104 3.483 2.044 0.314

Forces on atoms 1 to 2 (eV/Å):
H -0.490 -0.389 -0.421
H -0.550 0.411 -0.033

Atom charges from the Mulliken analysis, given in e for atoms 1 to 5:
1. H 0.207
2. H -0.364
3. H 0.302
4. H 0.461
5. H 0.307



Formula: C42H44ClN5O11P2Sr
Source: the OMol25 dataset
Level of theory: ωB97M-V with the def2-TZVPD basis set

Summary:
E_LUMO: 3.94 eV
net charge: -2
HOMO-LUMO gap: 6.23 eV
energy above the lowest of the compared OMol25 structures with the same formula, charge and spin: 138.5 kJ/mol

Geometry (Å):
C1 1.033 -2.104 0.664
C2 0.308 -2.915 -3.697
C3 -2.220 -0.422 -2.928
C4 3.753 0.860 1.849
H1 -1.528 0.848 5.157
O1 2.522 3.860 -0.977
H2 -0.690 -3.191 -3.388
H3 3.727 -1.654 -4.913
H4 5.857 0.542 2.251
C5 2.253 -3.727 -0.666
C6 3.422 -2.984 -0.555
H5 -4.096 4.376 -4.614
C7 -2.399 -1.498 1.824
H6 1.361 0.055 5.556
C8 -2.252 2.187 -2.675
H7 3.549 2.386 3.384
C9 -2.829 3.395 -3.206
H8 -5.655 0.729 -0.220
H9 2.704 -3.569 -5.981
O2 -2.356 4.745 -1.403
H10 -2.059 -0.645 4.372
N1 -5.083 2.264 -5.895
P1 -2.362 0.288 1.441
C10 -1.167 -2.193 1.621
H11 2.679 -2.589 3.118
H12 -2.741 2.894 3.107
H13 -5.993 1.436 2.172
H14 -5.100 -0.822 0.420
H15 -4.332 -4.031 3.041
H16 4.319 -1.236 0.282
H17 2.132 -2.391 4.783
O3 -2.421 -1.351 -3.711
N2 1.921 0.554 -2.063
C11 -3.716 3.431 -4.254
Cl1 5.322 -0.499 -3.526
H18 -3.914 1.936 0.930
C12 -3.614 1.021 -4.356
H19 -1.362 2.922 2.005
C13 -4.777 0.175 0.119
H20 -4.433 -1.650 2.451
O4 1.097 2.388 -0.096
C14 1.078 -3.302 -0.074
C15 1.831 0.421 4.639
O5 -1.639 -0.514 -1.798
H21 3.914 3.838 -1.582
C16 -2.238 -4.190 2.534
C17 -4.103 0.912 1.280
C18 0.905 -1.842 -3.054
C19 -1.722 2.528 2.959
H22 -2.156 -5.231 2.832
O6 6.252 2.050 -2.413
H23 0.161 -3.851 -0.242
C20 -3.452 -3.525 2.666
C21 2.248 -1.382 0.829
N3 -0.095 -1.496 1.161
H24 -3.178 0.705 4.551
H25 4.620 2.838 2.056
C22 2.014 2.728 -0.863
H26 0.743 -0.981 3.459
H27 2.861 0.693 4.884
C23 2.193 -3.100 -5.149
C24 2.154 -1.394 -3.457
O7 -5.441 1.201 -6.382
H28 2.246 -4.632 -1.264
H29 -4.100 0.056 -0.728
C25 -5.030 1.027 2.491
O8 -1.388 2.206 -1.763
C26 3.954 1.527 -2.233
H30 2.869 2.856 1.823
C27 5.138 2.439 -2.139
C28 0.955 -3.564 -4.734
C29 4.892 0.130 2.561
C30 2.789 -2.012 -4.531
C31 -2.139 0.443 4.344
N4 -2.517 4.688 -2.603
H31 3.616 -1.605 4.248
C32 -4.121 2.238 -4.820
C33 3.406 -1.814 0.195
O9 -5.475 3.351 -6.303
P2 2.047 0.113 1.863
C34 3.688 2.321 2.302
O10 -2.521 5.668 -3.339
H32 4.815 0.265 3.643
C35 -1.125 -3.547 2.033
H33 -1.100 2.961 3.747
H34 -3.913 0.091 -4.817
H35 0.483 -4.398 -5.238
H36 1.310 1.331 4.337
H37 -0.605 0.722 2.896
O11 4.906 3.681 -1.778
H38 0.330 -1.374 -2.275
C36 -2.713 0.969 -3.324
C37 2.631 1.625 -1.731
H39 -4.626 1.696 3.249
H40 -0.189 -4.085 1.960
H41 4.331 -3.303 -1.051
H42 4.901 -0.940 2.361
C38 -3.500 -2.180 2.323
H43 -5.227 0.069 2.971
C39 -1.659 1.002 3.010
Sr1 -0.229 0.645 -0.543
C40 1.783 -0.651 3.551
N5 2.726 -0.241 -2.805
C41 2.605 -1.877 3.941
C42 3.966 0.299 -2.865
H44 3.984 0.876 0.775

Forces on atoms 1 to 2 (eV/Å):
C 0.019 0.100 0.128
C -0.017 0.038 0.022

Atom charges from the Mulliken analysis, given in e for atoms 1 to 5:
1. C -0.246
2. C -0.806
3. C -0.161
4. C 1.301
5. H 0.465